(1)
82
Properties=species:S:1:pos:R:3:forces:R:3 method="wB97M-V/def2-TZVPD" e_homo_ev="-6.36 / -7.18" e_tot_ev=-98194.47763 s_squared=0.75 e_above_lowest_kcal_mol=55.4 spin_multiplicity=2 homo_lumo_gap_ha="0.217 / 0.247"
Pt -0.302 0.911 0.701 -0.350 0.064 -1.025
C -2.533 -0.934 2.569 -0.150 -0.161 -0.450
Si -0.717 -0.523 2.513 -0.174 1.487 0.463
C 0.179 -2.121 2.825 0.352 -0.136 -0.200
C -0.334 0.643 3.954 -0.844 -0.704 0.429
C -0.832 0.376 5.235 0.389 -0.369 0.148
C -0.247 0.938 6.367 -0.500 -0.332 -0.115
C 0.839 1.770 6.221 0.541 0.264 -0.216
C 1.289 2.091 4.942 -0.398 0.561 0.184
C 0.625 1.628 3.801 0.964 0.627 0.237
Si 0.868 2.407 2.101 -0.450 -1.337 0.471
C 0.093 4.090 1.909 -0.069 0.218 0.088
C 2.713 2.815 1.994 0.141 -0.200 -0.627
H -2.724 -1.569 3.440 -0.008 0.016 -0.020
H -2.820 -1.497 1.674 -0.050 0.008 0.075
H -3.154 -0.040 2.616 0.006 -0.034 0.036
H 0.111 -2.347 3.894 -0.004 0.032 -0.037
H 1.232 -2.101 2.536 -0.018 -0.006 0.075
H -0.305 -2.912 2.252 0.042 -0.030 0.023
H -1.637 -0.343 5.357 0.044 -0.008 0.029
H -0.598 0.677 7.359 -0.130 0.079 -0.047
H 1.313 2.196 7.098 0.115 -0.073 -0.064
H 2.124 2.777 4.839 -0.066 0.066 0.061
H 0.713 4.840 2.412 -0.023 0.008 -0.026
H -0.913 4.128 2.321 0.021 0.037 -0.032
H 0.023 4.353 0.850 0.000 0.018 0.032
H 2.971 3.354 2.908 -0.013 0.001 -0.012
H 2.911 3.494 1.156 0.060 -0.034 0.064
H 3.380 1.951 1.917 -0.031 0.065 0.090
C -3.428 -5.189 -1.991 -0.024 0.034 -0.015
C -2.645 -4.371 -0.990 -0.005 0.052 -0.053
O -2.568 -3.000 -1.429 -0.066 -0.114 0.053
P -1.177 -2.392 -1.942 -0.012 -0.019 -0.152
S -1.591 -0.563 -2.564 -0.066 -0.292 0.008
S 0.260 -2.733 -0.607 -0.235 0.016 0.036
O -0.764 -3.347 -3.185 0.081 0.056 -0.036
C -1.275 -3.176 -4.512 -0.027 -0.045 0.015
C -0.251 -3.723 -5.480 -0.017 -0.013 -0.001
H -3.560 -6.205 -1.614 -0.008 0.004 -0.028
H -2.897 -5.238 -2.943 -0.009 -0.021 0.018
H -4.410 -4.747 -2.162 0.019 -0.029 0.007
H -1.642 -4.773 -0.849 0.041 0.007 0.032
H -3.144 -4.356 -0.021 -0.008 0.028 0.030
H -1.466 -2.118 -4.692 -0.010 0.037 0.001
H -2.223 -3.711 -4.603 -0.025 -0.003 0.031
H 0.688 -3.173 -5.392 -0.017 -0.012 -0.014
H -0.619 -3.625 -6.503 0.030 -0.013 0.020
H -0.053 -4.777 -5.279 0.008 0.013 -0.017
C 3.994 1.575 -1.418 -0.098 0.004 -0.064
N 3.955 0.086 -1.052 -0.116 -0.026 0.003
C 4.060 -0.745 -2.330 -0.108 0.029 -0.091
N 3.074 -0.352 -3.271 -0.103 0.052 0.042
C 3.204 1.067 -3.580 -0.032 -0.061 0.159
N 3.019 1.898 -2.394 -0.056 0.063 -0.146
C 1.632 1.813 -1.890 0.085 -0.151 0.177
P 1.087 0.107 -1.284 1.186 0.269 -0.232
C 2.681 -0.239 -0.325 -0.265 -0.013 -0.073
C 1.700 -0.720 -2.872 0.017 0.045 -0.003
H 4.996 1.771 -1.799 0.044 -0.029 -0.009
H 3.824 2.127 -0.495 0.023 -0.019 0.039
H 4.755 -0.120 -0.456 -0.003 -0.020 0.024
H 3.926 -1.787 -2.044 0.027 -0.022 0.051
H 5.062 -0.581 -2.727 0.040 0.024 0.010
H 2.461 1.337 -4.327 -0.011 0.008 0.002
H 4.201 1.254 -3.986 0.015 -0.008 -0.021
H 0.959 2.096 -2.702 -0.025 0.041 0.013
H 1.499 2.548 -1.091 0.045 0.004 -0.008
H 2.677 -1.302 -0.078 0.062 -0.009 -0.032
H 2.653 0.336 0.598 0.082 0.052 0.008
H 1.019 -0.420 -3.666 -0.017 -0.021 -0.022
H 1.637 -1.802 -2.763 -0.028 0.008 0.040
F -5.767 3.920 0.383 -0.011 -0.013 0.009
C -4.576 3.278 0.420 -0.003 0.026 -0.040
C -3.952 3.099 1.638 0.099 -0.082 0.103
C -2.727 2.443 1.659 -0.265 0.061 -0.290
C -2.120 1.961 0.486 0.175 0.017 0.906
C -2.800 2.164 -0.713 0.148 -0.001 -0.096
C -4.025 2.826 -0.756 0.038 -0.031 -0.083
H -4.425 3.454 2.545 0.015 0.021 -0.024
H -2.244 2.303 2.619 0.013 -0.052 0.022
H -2.387 1.791 -1.642 -0.022 0.009 0.037
H -4.551 2.974 -1.691 0.005 0.012 0.016

(2)
83
Properties=species:S:1:pos:R:3:forces:R:3 method="wB97M-V/def2-TZVPD" e_homo_ev="-14.96 / -16.41" total_charge=+3 e_tot_ev=-85574.01052 s_squared=6.02 spin_multiplicity=5 homo_lumo_gap_ha="0.207 / 0.172"
Os 0.815 0.319 -1.867 0.222 0.261 -0.509
C 0.665 4.589 -2.831 -0.007 -0.011 0.013
C 0.390 3.168 -2.499 -0.075 0.014 0.003
N 1.223 2.350 -1.945 0.087 -0.277 0.057
N 2.549 2.731 -1.762 -0.116 0.041 -0.142
C 3.487 1.912 -2.285 0.060 0.059 0.082
N 4.758 2.235 -2.122 -0.011 -0.022 0.008
S 3.030 0.509 -3.142 -0.191 -0.075 0.071
C -0.891 2.536 -2.865 0.088 0.024 0.028
C -1.974 3.255 -3.330 -0.057 -0.024 -0.034
C -3.130 2.575 -3.694 0.033 0.054 0.000
C -3.158 1.197 -3.578 0.004 -0.053 0.027
C -2.033 0.537 -3.112 -0.016 0.024 -0.009
N -0.913 1.181 -2.772 -0.026 0.021 0.153
H 1.716 4.842 -2.727 0.000 0.002 -0.009
H 0.084 5.240 -2.172 0.007 0.008 0.001
H 0.360 4.798 -3.856 0.000 0.010 0.005
H 2.746 3.528 -1.174 0.042 -0.025 0.038
H 5.060 3.086 -1.672 0.002 0.007 -0.003
H 5.469 1.621 -2.488 0.004 0.001 -0.011
H -1.925 4.332 -3.406 0.003 0.001 0.016
H -3.991 3.119 -4.058 -0.002 -0.005 0.002
H -4.039 0.628 -3.842 0.001 0.006 -0.010
H -2.021 -0.538 -3.002 -0.005 -0.003 -0.019
C -2.341 1.270 2.499 -0.006 -0.008 0.025
C -2.270 1.036 0.999 0.048 0.023 -0.019
C -2.692 2.287 0.251 -0.031 0.018 0.003
C -3.110 -0.161 0.584 -0.018 -0.012 -0.023
O -0.884 0.777 0.585 0.034 -0.101 0.021
Si 0.252 -0.021 1.448 0.142 0.102 -0.149
S 1.923 -0.209 0.014 -0.159 0.062 0.261
O 0.767 0.716 2.756 0.076 -0.191 0.218
C 1.758 1.652 3.268 -0.122 0.038 -0.099
C 1.252 2.081 4.633 0.021 0.029 0.017
C 1.828 2.832 2.310 0.042 0.060 -0.002
C 3.091 0.933 3.375 0.036 -0.001 0.011
O -0.254 -1.541 1.694 -0.218 0.101 0.174
C 0.036 -2.519 2.749 0.112 0.024 -0.100
C 1.537 -2.756 2.773 0.026 -0.047 0.022
C -0.714 -3.773 2.336 -0.001 -0.061 -0.014
C -0.476 -2.010 4.086 -0.038 0.009 -0.004
H -3.364 1.521 2.781 0.004 -0.008 0.003
H -1.692 2.093 2.797 -0.011 0.013 -0.011
H -2.052 0.381 3.062 0.016 -0.019 -0.002
H -3.707 2.569 0.531 0.001 0.002 0.002
H -2.677 2.111 -0.825 0.016 -0.003 -0.012
H -2.027 3.118 0.492 0.003 -0.008 -0.005
H -4.159 0.009 0.829 0.004 -0.002 -0.007
H -2.780 -1.066 1.095 0.015 0.004 0.031
H -3.034 -0.319 -0.496 -0.002 0.008 -0.001
H 0.270 2.547 4.552 -0.002 0.000 -0.002
H 1.939 2.801 5.078 -0.002 -0.004 0.000
H 1.179 1.224 5.301 -0.005 -0.005 -0.009
H 0.854 3.319 2.232 -0.004 -0.013 -0.012
H 2.144 2.495 1.318 -0.007 -0.017 -0.002
H 2.550 3.566 2.670 -0.011 -0.002 0.013
H 3.004 0.066 4.030 0.000 0.005 -0.001
H 3.839 1.600 3.805 -0.008 0.005 0.000
H 3.450 0.608 2.397 -0.015 -0.010 -0.003
H 1.881 -3.183 1.828 -0.004 0.018 -0.004
H 1.800 -3.445 3.576 -0.007 -0.007 -0.012
H 2.074 -1.822 2.948 -0.010 -0.008 0.023
H -0.410 -4.079 1.331 0.047 -0.001 0.026
H -1.792 -3.608 2.346 -0.008 0.029 -0.003
H -0.487 -4.591 3.019 -0.016 0.010 0.007
H 0.108 -1.165 4.447 0.005 0.028 -0.031
H -0.415 -2.810 4.825 0.028 0.016 0.011
H -1.522 -1.712 4.007 -0.014 -0.017 -0.003
N -0.303 -6.695 -2.398 0.002 -0.024 -0.071
C -0.668 -5.751 -3.218 0.043 0.066 0.098
S -1.540 -6.000 -4.635 -0.034 -0.021 -0.036
C -0.341 -4.331 -2.894 0.013 -0.009 -0.035
C 0.240 -3.501 -3.848 0.028 -0.035 0.002
C 0.549 -2.203 -3.487 0.005 -0.011 0.048
N 0.288 -1.707 -2.265 0.025 -0.070 -0.065
C -0.288 -2.506 -1.350 -0.001 0.053 -0.035
C -0.617 -3.822 -1.631 -0.017 0.002 0.040
H -0.538 -7.669 -2.555 0.009 0.002 0.017
H 0.293 -6.488 -1.605 -0.018 0.002 0.008
H 0.499 -3.856 -4.836 -0.005 0.010 -0.003
H 1.042 -1.538 -4.184 -0.023 -0.007 -0.024
H -0.469 -2.085 -0.366 -0.027 -0.052 -0.025
H -1.097 -4.414 -0.862 -0.001 -0.005 -0.016

(3)
76
Properties=species:S:1:pos:R:3:forces:R:3 method="wB97M-V/def2-TZVPD" e_homo_ev=-11.73 total_charge=+2 e_tot_ev=-123989.85431 e_above_lowest_kcal_mol=52.3 homo_lumo_gap_ha=0.108
N 2.262 6.904 -3.774 0.233 0.612 0.035
C 3.060 5.882 -4.043 -0.589 -0.769 0.242
C 2.846 4.615 -3.492 0.107 -0.221 0.811
C 1.762 4.418 -2.585 -0.458 1.035 0.019
C 0.880 5.514 -2.408 0.234 -0.150 -0.022
C 1.211 6.747 -2.979 -0.221 -0.748 0.143
C 1.557 3.116 -1.954 -0.473 0.050 -1.716
Hg 0.048 1.756 -0.054 -0.289 -1.341 1.308
P -2.791 -2.793 0.258 -1.333 -2.273 0.467
C 0.370 2.311 -2.122 1.122 1.388 -0.774
C 0.598 0.976 -2.756 0.100 -1.560 0.565
C -0.503 0.302 -3.298 -0.105 -0.004 0.052
C -0.411 -1.014 -3.742 0.390 0.068 -0.070
C 0.799 -1.727 -3.623 -0.480 2.077 0.812
C 1.921 -1.042 -3.130 -0.104 0.457 0.019
C 1.822 0.289 -2.704 0.036 -0.328 -0.218
Br 0.835 -3.529 -3.870 0.103 -1.178 -0.406
H 2.489 2.656 -1.598 -0.426 -0.158 -0.253
H -0.514 2.803 -2.552 0.465 0.174 0.323
H 3.498 3.797 -3.785 0.023 0.082 0.263
H -0.016 5.433 -1.795 0.270 -0.001 0.023
H 3.909 6.047 -4.703 -0.237 0.032 0.040
H 0.598 7.622 -2.766 0.143 -0.161 -0.192
H -1.466 0.811 -3.344 0.153 -0.152 -0.067
H 2.722 0.784 -2.332 -0.221 -0.299 -0.120
H -1.298 -1.483 -4.157 0.190 -0.062 0.110
H 2.883 -1.546 -3.068 -0.204 0.027 -0.035
P 0.147 0.750 2.351 0.628 0.711 0.947
C -2.698 -2.571 -1.535 0.253 0.538 -0.238
C -3.405 -3.721 -2.262 0.001 -0.064 -0.276
H -1.633 -2.544 -1.798 -0.158 0.110 -0.208
H -3.144 -1.594 -1.765 0.108 -0.167 -0.270
H -3.007 -3.832 -3.273 -0.070 -0.001 -0.021
H -3.261 -4.677 -1.743 0.024 0.227 -0.072
H -4.485 -3.560 -2.350 0.208 0.023 0.155
C -3.349 -1.290 1.096 0.202 0.627 -0.092
C -4.760 -1.531 1.671 -0.033 0.265 0.072
H -3.353 -0.494 0.336 -0.093 0.213 0.346
H -2.621 -1.037 1.886 -0.238 0.132 -0.134
H -5.255 -0.588 1.924 0.067 -0.046 0.017
H -5.399 -2.058 0.950 0.252 0.149 0.157
H -4.723 -2.142 2.581 0.074 0.055 -0.276
C -1.130 -3.321 0.802 0.293 0.292 -0.005
C -1.225 -4.722 1.440 0.227 -0.080 0.225
H -0.754 -2.565 1.512 0.097 -0.380 -0.224
H -0.470 -3.337 -0.083 -0.003 0.090 0.417
H -0.437 -4.871 2.187 -0.054 -0.052 -0.153
H -2.195 -4.874 1.937 0.348 0.105 -0.166
H -1.117 -5.510 0.682 -0.103 0.252 0.183
C 0.765 -0.827 3.049 0.100 -1.144 -0.811
C 1.422 -0.709 4.434 0.041 0.499 0.268
H 1.480 -1.248 2.325 -0.263 0.021 0.189
H -0.084 -1.530 3.117 0.276 0.358 -0.183
H 2.288 -0.030 4.427 -0.292 -0.237 0.045
H 0.714 -0.374 5.206 0.233 -0.062 -0.261
H 1.791 -1.696 4.749 -0.176 0.236 -0.270
C -1.165 1.160 3.570 -0.737 0.199 -0.251
C -2.173 2.216 3.103 -0.050 0.169 0.038
H -0.662 1.483 4.496 0.002 -0.179 -0.381
H -1.700 0.218 3.795 0.344 0.301 -0.166
H -1.709 3.212 3.049 -0.146 -0.228 -0.038
H -2.572 1.948 2.114 -0.021 0.105 0.249
H -3.022 2.284 3.803 0.384 -0.037 -0.296
C 1.562 1.885 2.661 -0.428 0.449 0.079
C 2.903 1.352 2.152 0.444 -0.065 -0.275
H 1.583 2.112 3.731 0.014 -0.028 -0.138
H 1.323 2.824 2.140 0.033 -0.019 0.404
H 3.324 2.052 1.423 0.039 -0.128 0.091
H 3.633 1.279 2.967 -0.199 -0.051 -0.222
H 2.839 0.368 1.667 0.023 0.167 0.148
C 2.700 -3.259 0.438 -0.148 -0.412 0.098
O 2.645 -1.831 0.348 0.384 0.351 -0.490
H 2.318 -3.508 1.435 0.156 -0.087 -0.248
H 3.721 -3.659 0.327 -0.311 0.267 0.124
H 2.051 -3.741 -0.310 0.163 0.198 0.154
H 3.223 -1.545 -0.380 -0.322 -0.242 0.396